Record 1
# C2H9O2S

3 unconnected molecules or ions with the total composition C2H9O2S at a distorted geometry (ωB97M-V/def2-TZVPD, the Open Molecules 2025 dataset).

Geometry as XYZ:
```
14
C2H9O2S ωB97M-V/def2-TZVPD
C 0.77622 -0.79410 1.64046
C -0.28308 -0.10315 0.77564
S -0.86238 -0.93502 -0.71795
H 1.72142 -0.88472 1.10506
H 0.45015 -1.81297 1.87877
H 0.87179 -0.25286 2.58525
H 0.14972 0.87554 0.50889
H -1.11435 0.19247 1.42923
H 1.64123 -0.70203 -1.69972
H 1.75415 0.68952 -2.25426
O 2.30310 -0.01192 -1.88501
H -2.96080 0.73016 -1.35167
H -1.75624 1.38532 -0.92731
O -2.69092 1.62377 -1.08739
```

Values from the calculation:
HOMO, eV: -3.0422
Energy relative to the best compared isomer or geometry (same formula, charge and spin), kcal per mole: 4.12
Max |F|, eV/A: 1.2
Total charge: -1
M, g/mol: 97.159

Record 2
# C2H9O2S

3 unconnected molecules or ions with the total composition C2H9O2S at a distorted geometry (ωB97M-V/def2-TZVPD, the Open Molecules 2025 dataset).

Geometry as XYZ:
```
14
C2H9O2S ωB97M-V/def2-TZVPD
C -1.31363 1.45572 -0.70338
C -0.25227 0.41210 -1.09821
S 0.02913 -0.80924 0.21290
H -1.29223 1.65957 0.36770
H -2.32799 1.12593 -0.93779
H -1.16838 2.37337 -1.28353
H 0.65868 0.86477 -1.48715
H -0.68292 -0.25209 -1.85224
H -1.25402 0.34346 3.10553
H -1.27467 -0.59354 1.94370
O -1.81077 -0.35984 2.75882
H 2.75350 -0.75403 -0.91863
H 2.68709 0.64564 -1.37673
O 3.20548 -0.14791 -1.49766
```

Values from the calculation:
HOMO, eV: -2.9520
Energy relative to the best compared isomer or geometry (same formula, charge and spin), kcal per mole: 7.42
Max |F|, eV/A: 1.5
Total charge: -1
M, g/mol: 97.159